(1)
85
Properties=species:S:1:pos:R:3 method="wB97M-V/def2-TZVPD" s2=6.06 total_charge=+1 total_energy_ev=-137176.1474 homo_ev="-10.4 / -11.4" multiplicity=5 e_lumo_ha="-0.15913 / -0.18202"
Co 1.23 -1.04 3.07
C 2.09 4.13 2.88
C 1.19 3.38 1.93
C 0.43 3.97 0.99
C -0.37 3.21 0.09
N -0.49 1.92 0.22
N 0.25 1.34 1.20
B 0.15 -0.19 1.28
N 1.01 -0.89 0.25
N 1.63 -0.06 -0.63
C 2.19 -0.62 -1.65
C 2.14 -2.04 -1.84
C 1.57 -2.87 -0.94
C 1.54 -4.36 -1.07
C 1.02 -2.24 0.23
S 0.48 -3.05 1.60
C 2.90 0.27 -2.66
C 2.20 0.11 -4.02
C 4.37 -0.19 -2.78
C 2.86 1.73 -2.23
N -1.32 -0.71 1.29
N -1.84 -0.86 0.06
C -3.02 -1.42 -0.01
C -3.73 -1.76 1.17
C -3.19 -1.58 2.40
C -3.89 -1.98 3.67
C -1.88 -1.05 2.43
S -0.91 -0.95 3.86
C -3.58 -1.67 -1.42
C -4.83 -2.55 -1.37
C -3.92 -0.32 -2.06
C -2.51 -2.37 -2.26
C 1.13 1.96 1.99
S 2.15 1.02 2.99
C -1.10 3.91 -1.05
C -2.15 4.86 -0.46
C -1.78 2.91 -1.98
C -0.08 4.73 -1.87
H 1.93 5.21 2.78
H 3.14 3.91 2.67
H 1.90 3.84 3.91
H 0.41 5.05 0.93
H 2.60 -2.47 -2.73
H 1.93 -4.67 -2.04
H 0.53 -4.74 -0.96
H 2.15 -4.82 -0.29
H 2.25 -0.91 -4.40
H 2.68 0.76 -4.76
H 1.15 0.40 -3.95
H 4.46 -1.20 -3.18
H 4.87 -0.16 -1.81
H 4.90 0.48 -3.45
H 1.83 2.09 -2.11
H 3.35 2.34 -2.99
H 3.38 1.89 -1.28
H -4.70 -2.24 1.08
H -4.86 -2.42 3.45
H -4.03 -1.13 4.33
H -3.29 -2.71 4.22
H -5.65 -2.07 -0.82
H -4.63 -3.53 -0.92
H -5.19 -2.72 -2.38
H -4.75 0.17 -1.54
H -4.21 -0.47 -3.11
H -3.05 0.33 -2.03
H -2.24 -3.35 -1.84
H -1.60 -1.77 -2.33
H -2.89 -2.54 -3.27
H -2.86 4.31 0.17
H -2.71 5.34 -1.26
H -1.70 5.65 0.15
H -2.75 2.60 -1.59
H -1.18 2.01 -2.14
H -1.95 3.38 -2.95
H 0.44 5.48 -1.27
H -0.60 5.25 -2.67
H 0.68 4.08 -2.33
S 3.30 -2.26 2.61
C 3.58 -3.00 4.07
C 4.51 -4.12 4.09
N 5.23 -5.01 4.10
C 2.95 -2.59 5.26
S 1.89 -1.29 5.35
C 3.29 -3.27 6.49
N 3.55 -3.82 7.47

***

(2)
79
Properties=species:S:1:pos:R:3 method="wB97M-V/def2-TZVPD" e_above_lowest_kj_mol=29.0 total_energy_ev=-79407.5057 homo_ev=-7.1 e_lumo_ha=-0.01445
Ti 0.05 -0.60 0.71
C 0.45 0.71 -3.31
C -0.46 -0.52 -3.28
C -0.01 -1.60 -2.29
N -0.66 -1.59 -0.98
C -1.80 -2.27 -0.86
C -2.52 -2.74 -1.97
C -3.71 -3.45 -2.07
C -4.53 -3.95 -1.08
C -4.30 -3.89 0.29
C -3.26 -3.31 0.99
C -2.14 -2.56 0.56
N -1.28 -2.01 1.38
C -1.11 -2.40 2.77
C 0.01 -3.44 2.80
C 1.39 -2.86 2.52
N 1.49 -2.06 1.30
C 2.70 -1.80 0.85
C 3.89 -2.20 1.52
C 5.19 -2.29 1.09
C 5.75 -2.01 -0.15
C 5.08 -1.40 -1.20
C 3.81 -0.86 -1.24
C 2.77 -0.86 -0.29
N 1.69 -0.09 -0.41
C 1.74 1.20 -1.12
C 0.53 1.50 -2.00
H 1.46 0.41 -3.62
H 0.08 1.37 -4.10
H -1.47 -0.19 -3.02
H -0.49 -0.95 -4.28
H -0.15 -2.59 -2.73
H 1.06 -1.51 -2.13
H -2.11 -2.45 -2.93
H -4.04 -3.62 -3.09
H -5.42 -4.47 -1.41
H -5.04 -4.37 0.91
H -3.33 -3.44 2.06
H -0.82 -1.52 3.35
H -2.01 -2.80 3.24
H 0.06 -3.90 3.79
H -0.23 -4.22 2.08
H 1.69 -2.23 3.37
H 2.10 -3.70 2.47
H 3.74 -2.50 2.55
H 5.89 -2.66 1.84
H 6.79 -2.26 -0.30
H 5.66 -1.27 -2.11
H 3.56 -0.35 -2.16
H 1.78 1.97 -0.34
H 2.65 1.29 -1.71
H -0.40 1.38 -1.43
H 0.59 2.57 -2.22
N -4.52 -0.24 -0.82
C -3.37 0.45 -0.57
O -2.78 1.04 -1.47
C -2.97 0.53 0.88
C -1.49 0.76 1.18
H -4.77 -0.38 -1.78
H -4.87 -0.90 -0.14
H -3.32 -0.36 1.40
H -3.57 1.36 1.29
H -1.41 0.96 2.25
H -1.11 1.66 0.68
C 1.31 7.89 1.22
C 0.91 6.47 0.95
C 1.48 5.41 1.62
C 1.07 4.11 1.34
N 0.14 3.82 0.43
C -0.41 4.85 -0.22
C -0.07 6.17 0.00
H 2.11 7.94 1.96
H 0.46 8.47 1.59
H 1.67 8.38 0.30
H 2.25 5.58 2.37
H 1.50 3.26 1.86
H -1.17 4.59 -0.95
H -0.56 6.96 -0.56
Cl 1.15 0.56 2.57

***

(3)
81
Properties=species:S:1:pos:R:3 method="wB97M-V/def2-TZVPD" s2=0.78 e_above_lowest_kj_mol=16.9 total_energy_ev=-76714.5103 homo_ev="-5.8 / -7.4" multiplicity=2 e_lumo_ha="0.01454 / -0.01162"
Ir -0.13 0.05 -0.10
C 4.62 -2.27 -0.82
S 4.59 -0.66 -0.01
C 2.86 -0.34 0.14
S 1.70 -1.30 -0.72
N 2.60 0.68 0.90
N 1.27 0.99 0.98
C 0.90 2.04 1.71
C -0.48 2.23 1.84
C -1.10 3.25 2.61
C -2.45 3.27 2.76
C -3.24 2.27 2.13
C -2.60 1.33 1.36
N -1.27 1.29 1.18
H 5.67 -2.47 -1.03
H 4.07 -2.25 -1.76
H 4.23 -3.05 -0.18
H 1.65 2.66 2.19
H -0.47 3.99 3.09
H -2.92 4.04 3.35
H -4.31 2.24 2.24
H -3.16 0.57 0.84
C -0.36 -0.49 3.62
C -0.65 -1.57 2.64
N -0.51 -1.54 1.32
C -0.85 -2.80 0.85
C -1.21 -3.58 1.89
N -1.08 -2.79 3.01
H 0.44 0.14 3.24
H -0.04 -0.93 4.57
H -1.23 0.14 3.80
H -0.80 -3.02 -0.20
H -1.54 -4.60 1.93
H -1.26 -3.07 3.96
C -1.44 3.15 -0.96
O -0.16 2.70 -1.44
C 0.26 1.46 -1.42
C 1.42 1.41 -2.37
H -1.26 3.94 -0.24
H -2.00 2.33 -0.52
H -1.96 3.54 -1.84
H 1.24 2.05 -3.23
H 1.65 0.39 -2.68
H 2.28 1.80 -1.82
C -4.69 -0.89 -3.90
C -3.51 -0.35 -3.09
C -2.61 0.51 -3.99
C -4.05 0.50 -1.94
Si -2.42 -1.71 -2.32
O -1.23 -1.07 -1.45
C -1.63 -2.75 -3.67
C -0.24 -2.85 -3.71
C 0.41 -3.59 -4.69
C -0.32 -4.25 -5.66
C -1.71 -4.17 -5.64
C -2.35 -3.43 -4.66
C -3.53 -2.82 -1.26
C -3.88 -2.39 0.03
C -4.64 -3.18 0.88
C -5.07 -4.43 0.46
C -4.74 -4.88 -0.81
C -3.98 -4.08 -1.65
H -5.34 -0.07 -4.21
H -5.29 -1.60 -3.32
H -4.35 -1.39 -4.82
H -3.17 1.35 -4.41
H -2.21 -0.07 -4.82
H -1.76 0.91 -3.43
H -4.51 1.42 -2.32
H -3.25 0.77 -1.25
H -4.81 -0.04 -1.38
H 0.35 -2.33 -2.95
H 1.49 -3.66 -4.69
H 0.18 -4.83 -6.43
H -2.29 -4.68 -6.40
H -3.43 -3.39 -4.66
H -3.52 -1.43 0.37
H -4.89 -2.82 1.87
H -5.65 -5.05 1.13
H -5.07 -5.86 -1.14
H -3.72 -4.46 -2.64

***

(4)
84
Properties=species:S:1:pos:R:3 method="wB97M-V/def2-TZVPD" e_above_lowest_kj_mol=142.9 total_charge=+2 total_energy_ev=-62878.6875 homo_ev=-13.2 e_lumo_ha=-0.17857
Sr 0.75 -0.75 0.33
C 1.25 -2.87 2.58
C -0.07 -3.13 1.82
C -1.30 -2.37 2.27
C -2.19 -2.95 3.17
C -3.27 -2.21 3.61
C -3.44 -0.91 3.15
C -2.51 -0.42 2.25
N -1.47 -1.12 1.81
N 1.79 -1.50 2.60
C 3.25 -1.52 2.70
C 3.95 -1.79 1.38
C 5.25 -2.26 1.37
C 5.89 -2.46 0.16
C 5.19 -2.20 -1.02
C 3.89 -1.75 -0.92
N 3.27 -1.53 0.25
C 1.19 -0.64 3.63
C 1.56 0.80 3.39
C 1.84 1.66 4.44
C 2.24 2.96 4.16
C 2.37 3.35 2.84
C 2.06 2.43 1.85
N 1.64 1.19 2.11
H 2.00 -3.51 2.13
H 1.11 -3.24 3.61
H -0.26 -4.19 2.01
H 0.03 -3.11 0.72
H -2.04 -3.96 3.51
H -3.98 -2.63 4.31
H -4.27 -0.30 3.47
H -2.60 0.59 1.85
H 3.59 -2.23 3.45
H 3.58 -0.53 3.05
H 5.76 -2.46 2.30
H 6.91 -2.82 0.12
H 5.64 -2.35 -1.99
H 3.31 -1.53 -1.81
H 1.45 -0.95 4.65
H 0.11 -0.74 3.56
H 1.77 1.31 5.46
H 2.48 3.65 4.96
H 2.72 4.34 2.58
H 2.16 2.70 0.80
N -3.14 2.51 -4.48
C -2.27 2.51 -3.24
C -0.86 2.15 -3.64
C 0.06 2.11 -2.40
N -0.24 0.95 -1.55
C -0.03 3.43 -1.64
C -1.45 3.88 -1.31
N -2.06 3.01 -0.29
C -2.34 3.87 -2.56
H -3.09 1.61 -4.96
H -2.83 3.23 -5.14
H -4.12 2.70 -4.26
H -2.70 1.73 -2.60
H -0.48 2.90 -4.34
H -0.82 1.18 -4.14
H 1.07 1.98 -2.79
H -0.38 0.12 -2.11
H -1.13 1.13 -1.09
H 0.45 4.21 -2.24
H 0.55 3.36 -0.71
H -1.41 4.92 -0.96
H -2.91 3.43 0.06
H -1.43 2.95 0.51
H -1.98 4.63 -3.26
H -3.36 4.13 -2.29
O 0.33 -1.99 -1.73
N 0.06 -2.67 -2.79
C 0.60 -2.24 -3.90
C 1.42 -1.06 -3.88
N 2.06 -0.11 -3.78
C 0.31 -2.90 -5.13
N 0.05 -3.39 -6.14
S -5.26 -1.35 -0.61
C -4.28 -2.57 -1.28
C -3.07 -2.06 -1.65
N -2.92 -0.71 -1.41
C -4.00 -0.22 -0.87
H -4.62 -3.59 -1.38
H -2.26 -2.61 -2.10
H -4.11 0.81 -0.57

***

(5)
82
Properties=species:S:1:pos:R:3 method="wB97M-V/def2-TZVPD" s2=6.02 e_above_lowest_kj_mol=14.6 total_charge=+3 total_energy_ev=-79559.2935 homo_ev="-15.1 / -16.3" multiplicity=5 e_lumo_ha="-0.28955 / -0.46265"
Pt 1.49 1.05 -0.02
C 1.85 3.38 -2.62
P 1.93 3.20 -0.82
C 0.89 4.51 -0.12
C 3.62 3.59 -0.31
C 4.32 4.65 -0.87
C 5.59 4.96 -0.42
C 6.17 4.21 0.61
C 5.47 3.16 1.18
C 4.20 2.84 0.72
P 3.24 1.49 1.44
C 2.68 2.03 3.07
C 4.38 0.12 1.72
H 2.02 4.42 -2.90
H 0.86 3.09 -2.97
H 2.60 2.75 -3.09
H 1.33 5.48 -0.35
H 0.82 4.39 0.96
H -0.12 4.46 -0.54
H 3.89 5.24 -1.67
H 6.14 5.78 -0.86
H 7.16 4.46 0.96
H 5.94 2.59 1.97
H 3.53 2.35 3.67
H 2.16 1.21 3.58
H 1.99 2.87 2.96
H 5.20 0.43 2.38
H 4.80 -0.23 0.78
H 3.85 -0.70 2.21
C -1.31 -7.71 -4.00
C -0.90 -7.20 -2.67
S -1.66 -5.35 -2.44
O -3.06 -5.58 -2.59
O -0.83 -4.54 -3.29
C -1.27 -4.94 -0.67
C -1.80 -3.57 -0.26
N -1.07 -2.42 -0.77
C -0.01 -1.84 -0.15
N 0.38 -0.75 -0.80
C -0.46 -0.60 -1.88
C -1.37 -1.60 -1.85
N -2.45 -1.81 -2.77
O -2.61 -0.96 -3.61
O -3.17 -2.78 -2.58
C 0.64 -2.37 1.07
H -0.81 -8.70 -4.04
H -0.93 -7.13 -4.83
H -2.38 -7.88 -4.08
H 0.16 -6.95 -2.55
H -1.34 -7.68 -1.80
H -0.19 -5.06 -0.61
H -1.79 -5.73 -0.12
H -1.73 -3.55 0.83
H -2.85 -3.46 -0.51
H -0.37 0.19 -2.60
H -0.08 -2.70 1.82
H 1.24 -1.58 1.52
H 1.31 -3.20 0.82
N -0.20 1.44 1.16
C -1.45 1.37 1.31
C -2.34 2.37 0.68
C -3.39 2.92 1.41
C -4.23 3.84 0.81
C -4.04 4.19 -0.52
C -3.01 3.62 -1.26
C -2.15 2.71 -0.66
C -2.00 0.24 2.11
C -1.35 -0.21 3.25
C -1.88 -1.26 3.97
C -3.05 -1.87 3.55
C -3.71 -1.42 2.41
C -3.19 -0.36 1.69
H -3.54 2.64 2.45
H -5.04 4.29 1.37
H -4.71 4.89 -0.99
H -2.89 3.87 -2.31
H -1.36 2.24 -1.23
H -0.45 0.30 3.59
H -1.39 -1.59 4.88
H -3.48 -2.67 4.14
H -4.65 -1.87 2.11
H -3.72 0.03 0.82

***

(6)
83
Properties=species:S:1:pos:R:3 method="wB97M-V/def2-TZVPD" e_above_lowest_kj_mol=15.6 total_charge=+3 total_energy_ev=-81184.9117 homo_ev="-15.5 / -15.5" e_lumo_ha="-0.29746 / -0.29757"
W 0.42 -1.59 0.13
S 1.61 -3.80 0.06
C 0.51 -4.11 1.37
C 0.30 -5.29 2.07
C -0.71 -5.30 3.01
C -1.48 -4.15 3.23
C -1.20 -3.02 2.53
N -0.19 -2.99 1.63
H 0.89 -6.17 1.85
H -0.93 -6.21 3.56
H -2.30 -4.16 3.94
H -1.77 -2.11 2.64
N 2.58 3.03 1.23
C 2.54 1.55 0.95
C 3.08 0.79 2.16
C 3.27 -0.70 1.88
N 1.98 -1.44 1.81
C 4.08 -0.94 0.62
C 3.52 -0.20 -0.59
N 2.23 -0.80 -1.04
C 3.36 1.29 -0.30
H 2.02 3.29 2.05
H 2.21 3.54 0.41
H 3.54 3.36 1.39
H 1.49 1.31 0.78
H 2.43 0.94 3.03
H 4.06 1.19 2.43
H 3.82 -1.11 2.72
H 1.43 -1.21 2.63
H 2.24 -2.42 1.90
H 4.14 -2.01 0.41
H 5.11 -0.60 0.79
H 4.23 -0.30 -1.41
H 2.47 -1.65 -1.55
H 1.86 -0.19 -1.76
H 2.92 1.80 -1.16
H 4.37 1.70 -0.16
O 0.33 -2.15 -1.89
S -1.09 -2.72 -1.95
O -1.22 -4.06 -2.37
O -1.52 -2.39 -0.55
C -1.89 -1.61 -3.02
C -2.60 -2.10 -4.11
C -3.17 -1.18 -4.98
C -3.02 0.18 -4.76
C -2.30 0.64 -3.67
C -1.71 -0.25 -2.78
P -0.93 0.37 -1.24
C 0.09 1.77 -1.82
C 0.22 2.95 -1.09
C 1.04 3.97 -1.54
C 1.78 3.82 -2.72
C 1.67 2.64 -3.44
C 0.82 1.62 -3.00
C -2.40 1.07 -0.43
C -2.86 2.37 -0.67
C -4.05 2.80 -0.11
C -4.81 1.94 0.67
C -4.38 0.64 0.89
C -3.19 0.20 0.34
H -2.69 -3.16 -4.26
H -3.73 -1.54 -5.84
H -3.46 0.89 -5.45
H -2.21 1.71 -3.51
H -0.36 3.10 -0.18
H 1.07 4.92 -1.02
H 2.40 4.62 -3.08
H 2.22 2.52 -4.36
H 0.71 0.73 -3.61
H -2.31 3.04 -1.31
H -4.40 3.81 -0.31
H -5.75 2.28 1.09
H -4.99 -0.04 1.47
H -2.87 -0.82 0.50
C -0.71 0.09 4.09
C -0.78 0.50 2.65
N -1.26 1.72 2.39
O -0.41 -0.28 1.75
H 0.13 -0.58 4.28
H -1.62 -0.46 4.33
H -0.65 0.95 4.76
H -1.67 2.24 3.15
H -1.60 1.92 1.46